[1]
An isolated ion of composition C7H11N3S and charge +2 at a distorted geometry. Source: OMol25; level of theory: ωB97M-V/def2-TZVPD.

```
22
C7H11N3S (ωB97M-V/def2-TZVPD)
C -1.77 -1.72 0.66
C -0.61 -1.15 0.33
C 0.90 1.94 0.43
C -3.37 0.06 0.28
C 0.71 -1.82 0.51
C 1.68 3.03 0.81
C -0.82 0.15 -1.74
N 0.26 1.01 0.14
N -3.05 -1.14 0.55
N -0.61 0.15 -0.29
S -3.84 1.48 0.01
H -1.78 -2.73 1.04
H 1.20 -1.96 -0.45
H 0.59 -2.80 0.97
H 1.37 -1.23 1.14
H 2.53 2.71 1.42
H 1.09 3.76 1.37
H 2.09 3.51 -0.09
H -1.05 1.16 -2.07
H 0.07 -0.21 -2.27
H -1.64 -0.51 -1.97
H -3.82 -1.79 0.77
```

Results
relative energy (zero: lowest compared OMol25 entry of this formula, charge and spin) = 3.120 eV
HOMO-LUMO gap = 8.05 eV
LUMO = -9.0 eV
max |F| = 0.0679 Eh/bohr
total charge = +2

---

[2]
An isolated ion of composition C7H11N5 and charge +2 at a distorted geometry. Source: OMol25; level of theory: ωB97M-V/def2-TZVPD.

```
23
C7H11N5 (ωB97M-V/def2-TZVPD)
H 2.73 -3.49 -0.04
N 2.06 -2.77 -0.32
N 2.07 -1.72 0.33
C 1.43 -0.47 0.13
C 2.42 0.54 0.34
C 2.23 1.86 0.03
C 1.01 2.27 -0.49
C -0.01 1.34 -0.60
C 0.12 -0.01 -0.26
N -1.08 -0.75 -0.27
C -2.34 -0.35 0.05
N -3.34 -1.14 -0.31
N -2.58 0.77 0.71
H 2.78 -1.58 1.08
H 3.40 0.24 0.69
H 3.04 2.57 0.18
H 0.85 3.29 -0.79
H -0.95 1.66 -1.00
H -1.00 -1.72 -0.56
H -3.20 -1.98 -0.85
H -4.30 -0.92 -0.08
H -1.83 1.34 1.08
H -3.52 1.04 0.95
```

Results
relative energy (zero: lowest compared OMol25 entry of this formula, charge and spin) = 0.536 eV
HOMO-LUMO gap (alpha / beta) = 7.68 / 7.68 eV
LUMO (alpha / beta) = -9.2 / -9.2 eV
max |F| = 0.0418 Eh/bohr
SMILES = [H]/N=[NH+]/c1ccccc1NC(N)=[NH2+]
total charge = +2

---

[3]
C7H11NO as an isolated structure at a distorted geometry. Source: OMol25; level of theory: ωB97M-V/def2-TZVPD.

```
20
C7H11NO (ωB97M-V/def2-TZVPD)
C 0.49 1.23 -1.01
C -0.28 0.46 0.10
C -1.02 1.11 1.05
C -1.77 0.19 0.17
C -0.79 -1.46 1.42
C 0.38 -0.77 0.68
C 1.61 -1.07 0.24
H 0.50 -0.50 -2.00
H 1.70 0.57 -2.84
H 0.05 2.22 -1.12
H 1.52 1.30 -0.68
H -1.02 2.10 0.91
H -0.83 1.04 2.08
H -2.18 0.43 -0.77
H -0.42 -2.43 1.19
H -0.71 -1.37 2.47
H 2.30 -2.09 0.43
H 2.07 -0.49 -0.76
N 0.41 0.58 -2.44
O -2.01 -1.05 0.88
```

Results
relative energy (zero: lowest compared OMol25 entry of this formula, charge and spin) = 6.874 eV
HOMO-LUMO gap = 9.75 eV
LUMO = 0.7 eV
max |F| = 0.1359 Eh/bohr

---

[4]
A single C7H11NO molecule at a distorted geometry. Source: OMol25; level of theory: ωB97M-V/def2-TZVPD.

```
20
C7H11NO (ωB97M-V/def2-TZVPD)
C 0.40 1.99 -0.46
C -1.43 0.39 -1.17
C -0.06 -0.12 0.90
C 0.32 -1.43 0.56
C -0.13 0.57 -0.41
N 0.24 0.48 2.05
C 0.92 -0.66 -0.95
C 0.04 -2.68 0.88
O 0.68 -1.26 -2.02
H 0.58 -0.06 2.83
H 0.32 1.49 2.12
H 1.95 -0.32 -0.70
H 1.39 2.08 -0.01
H 0.48 2.30 -1.51
H -1.24 0.53 -2.23
H -1.82 -0.62 -1.05
H -2.19 1.10 -0.83
H -0.27 2.70 0.03
H -0.75 -2.95 1.58
H 0.56 -3.50 0.39
```

Results
relative energy (zero: lowest compared OMol25 entry of this formula, charge and spin) = 3.841 eV
HOMO-LUMO gap (alpha / beta) = 7.52 / 7.52 eV
LUMO (alpha / beta) = -0.1 / -0.1 eV
max |F| = 0.0204 Eh/bohr

---

[5]
C7H11NO as an isolated structure at a distorted geometry. Source: OMol25; level of theory: ωB97M-V/def2-TZVPD.

```
20
C7H11NO (ωB97M-V/def2-TZVPD)
C 1.59 0.01 -0.38
C 1.29 -1.03 0.61
C 0.01 -0.47 1.33
C -0.72 -0.23 -0.06
C -2.23 -0.49 -0.13
C -1.68 0.89 -0.28
C 0.35 -0.52 -1.09
H 1.03 1.92 0.21
H 2.35 1.89 -0.65
H 2.46 -0.23 -1.11
H 2.08 -1.57 1.04
H -0.47 -1.20 2.06
H 0.08 0.67 1.71
H -2.49 -0.68 0.95
H -2.72 -1.08 -0.95
H -1.77 1.45 -1.19
H -1.97 1.60 0.49
H 0.13 -0.51 -2.12
N 1.87 1.37 0.08
O 0.81 -1.79 -0.56
```

Results
relative energy (zero: lowest compared OMol25 entry of this formula, charge and spin) = 3.827 eV
HOMO-LUMO gap = 10.34 eV
LUMO = 0.9 eV
max |F| = 0.0937 Eh/bohr

---

[6]
A 2-piece molecular cluster, C7H11NO2 overall at a distorted geometry. Source: OMol25; level of theory: ωB97M-V/def2-TZVPD.

```
21
C7H11NO2 (ωB97M-V/def2-TZVPD)
C 2.48 -1.81 -0.73
C 1.54 -1.48 -0.05
C 0.43 -1.10 0.77
O 0.65 -0.78 2.02
N -0.88 -1.47 0.36
C -0.82 -0.07 -0.08
C -0.82 0.10 -1.57
C -1.77 0.76 0.74
H 3.31 -2.08 -1.32
H 0.98 0.29 2.02
H -0.86 -2.13 -0.41
H -1.75 -0.29 -2.00
H -0.76 1.16 -1.85
H 0.02 -0.43 -2.04
H -1.72 1.82 0.49
H -1.56 0.65 1.80
H -2.80 0.42 0.55
C 1.02 1.54 0.29
O 1.15 1.55 1.55
H 1.73 1.01 -0.35
H 0.43 2.32 -0.19
```

Results
relative energy (zero: lowest compared OMol25 entry of this formula, charge and spin) = 5.689 eV
HOMO-LUMO gap = 8.82 eV
LUMO = 0.4 eV
max |F| = 0.0412 Eh/bohr
SMILES = C#C[C@]1(O)NC1(C)C.C=O